# 1
A structure of composition C31H78CdF6N2O15S2. Source: OMol25; level of theory: the ωB97M-V functional and the def2-TZVPD basis.

```
135
Properties=species:S:1:pos:R:3:forces:R:3
Cd -6.9026 -0.5739 -5.2574 -0.61 1.15 -0.73
C -10.7459 -1.8059 -7.6062 -0.67 1.69 -1.19
C -9.5514 -2.3500 -8.4205 -0.52 -2.76 0.10
C -9.9218 -2.6736 -9.8731 0.02 1.22 -2.06
C -9.9638 -1.4589 -10.8156 -0.09 1.38 0.07
C -8.6137 -0.7470 -10.7672 0.86 -1.70 0.58
C -8.1691 -0.3204 -9.3458 1.40 0.42 -1.60
N -8.3058 -1.5050 -8.4522 -0.32 1.67 6.30
O -7.9124 -1.1854 -7.0012 -2.10 -1.51 -6.53
C -8.8945 0.9553 -8.9276 -0.84 -0.29 0.58
C -6.6238 -0.0769 -9.4925 -1.17 0.15 1.15
C -9.4149 -3.8175 -7.8331 1.07 0.05 0.66
H -11.1634 -0.8795 -8.0006 0.57 0.56 -0.29
H -10.6140 -1.5806 -6.5479 0.33 -0.81 -0.02
H -11.6242 -2.4000 -7.8585 0.31 -0.78 0.65
H -10.7630 -3.3558 -9.9965 -0.53 0.55 0.65
H -9.2037 -3.2393 -10.4668 0.94 -0.50 0.99
H -10.6448 -0.6390 -10.5872 -0.79 -0.40 0.32
H -10.1938 -1.7584 -11.8381 0.04 -0.12 0.04
H -8.4458 0.0494 -11.4922 -0.38 0.19 0.28
H -7.8196 -1.4669 -10.9651 -0.07 -0.42 -0.74
H -8.3882 1.5257 -8.1488 0.00 -0.17 0.07
H -9.9035 0.7020 -8.6022 0.07 0.03 0.38
H -9.1020 1.6244 -9.7627 0.58 -0.14 -0.26
H -6.4597 0.6247 -10.3104 0.16 -0.08 0.14
H -6.0778 -1.0124 -9.6138 -0.08 0.07 -0.26
H -6.3358 0.3439 -8.5292 0.51 0.25 -0.13
H -9.1748 -3.8737 -6.7714 -0.15 0.48 0.11
H -8.6896 -4.4904 -8.2905 0.26 0.46 -0.46
H -10.3547 -4.3524 -7.9696 -0.17 0.44 -0.02
C -5.9846 -1.1680 -0.9578 -0.21 0.59 0.28
F -6.9857 -1.8119 -0.4632 -0.80 -1.04 0.48
F -6.4368 0.0743 -1.1979 0.66 -0.02 -0.94
F -5.0397 -1.0877 -0.0354 0.48 -0.23 -0.81
S -5.3522 -2.1116 -2.5424 2.68 0.51 -0.10
O -4.1259 -1.4364 -2.9592 -2.93 0.57 0.01
O -5.0924 -3.4807 -2.1626 -1.51 1.13 -0.34
N -6.5591 -1.8626 -3.7661 1.59 -2.61 3.92
S -7.6261 -3.0752 -3.6072 -3.58 -0.44 0.57
O -7.9705 -3.3044 -2.2252 0.71 -0.48 -1.28
O -8.7671 -2.7481 -4.4736 2.16 -0.42 0.11
C -6.6911 -4.6423 -4.2902 0.20 -1.43 -0.60
F -7.2813 -5.3092 -5.2927 -1.54 0.51 0.34
F -5.5912 -4.2225 -4.8678 1.32 0.87 0.38
F -6.4320 -5.5604 -3.3592 -0.37 1.13 -0.04
C -6.0693 -4.6666 -9.7490 0.04 -0.77 0.07
C -5.2798 -4.4500 -8.4482 -1.36 1.37 -0.82
O -5.7298 -3.1421 -7.9405 0.83 -0.13 -0.01
H -7.1301 -4.8008 -9.5375 -0.01 -0.09 0.04
H -5.7380 -5.5498 -10.2953 0.02 -0.17 0.18
H -5.9998 -3.8576 -10.4761 0.34 0.33 0.31
H -4.2203 -4.3916 -8.6973 -0.02 0.01 0.54
H -5.5405 -5.1442 -7.6493 0.42 -0.41 -0.36
H -6.6420 -3.0215 -8.2140 -0.17 -0.05 0.02
C -3.6780 -6.5042 -1.4066 -0.37 -0.31 0.01
C -3.5302 -7.9824 -1.0838 -1.22 -0.13 0.53
O -3.7966 -8.7915 -2.2221 0.77 0.07 -0.66
H -3.7652 -5.9564 -0.4683 0.21 0.13 0.00
H -4.6142 -6.3484 -1.9426 0.04 -0.03 -0.03
H -2.8761 -6.0820 -2.0123 0.13 -0.16 0.09
H -4.3212 -8.3038 -0.4062 -0.09 0.65 0.64
H -2.6105 -8.1883 -0.5362 0.47 -0.19 -0.51
H -4.1257 -9.6385 -1.9122 0.10 -0.01 -0.05
C -2.8743 -1.8311 -6.3109 0.65 -0.04 0.71
C -3.7885 -0.6097 -6.2368 0.86 -1.28 -1.49
O -5.0988 -1.1197 -6.2101 -0.72 0.16 0.57
H -1.8152 -1.5748 -6.2838 -0.04 0.16 -0.11
H -3.0712 -2.4071 -7.2150 -0.06 0.24 -0.22
H -3.0227 -2.5316 -5.4891 -0.17 0.23 0.25
H -3.7443 -0.1841 -7.2393 0.62 1.11 0.28
H -3.6515 0.0821 -5.4057 0.19 -0.19 -0.19
H -5.2284 -1.7541 -6.9188 0.00 -0.94 -0.63
C -2.0370 0.2273 1.8410 1.00 -0.45 0.15
C -0.5016 -0.0392 1.9183 -0.50 2.31 -0.41
O 0.0596 -0.0470 0.6153 -0.15 -2.16 -0.88
H -2.2338 1.2054 1.4021 -0.03 0.07 0.25
H -2.4574 0.1155 2.8404 -0.12 0.35 0.05
H -2.5415 -0.5095 1.2160 0.23 -0.16 -0.11
H -0.3003 -0.9098 2.5425 0.25 -0.48 -0.77
H 0.0210 0.7810 2.4106 -0.44 0.16 0.65
H 0.4998 0.7059 0.2141 -0.25 0.38 1.09
C -0.1613 -2.5712 -1.7031 -0.74 -0.08 -0.78
C -1.0362 -2.6431 -2.9986 1.77 -0.27 1.37
O -1.6055 -1.3994 -3.1830 0.04 1.64 -0.71
H 0.6200 -3.3247 -1.6031 -0.50 -0.59 0.02
H -0.8780 -2.5550 -0.8820 0.64 0.20 0.44
H 0.4338 -1.6628 -1.7968 -0.47 0.33 0.33
H -1.8471 -3.3692 -2.9409 0.41 -0.62 -0.15
H -0.2715 -2.8146 -3.7562 -0.60 -0.42 -0.77
H -2.5595 -1.4258 -3.0796 0.47 -0.19 0.10
C -11.8599 -4.4554 -2.3296 0.99 0.27 -0.59
C -11.9499 -3.8423 -3.7480 0.43 -0.39 1.43
O -12.1467 -2.4258 -3.5747 -0.21 -0.42 -0.43
H -11.2858 -5.3806 -2.2802 -0.65 -0.65 -0.55
H -12.8148 -4.5338 -1.8097 0.24 0.13 0.04
H -11.1044 -3.8603 -1.8166 -0.57 0.70 0.47
H -12.7216 -4.3350 -4.3395 -0.15 0.27 -0.09
H -10.9773 -4.0067 -4.2118 -0.04 0.07 -0.31
H -12.8311 -2.1356 -4.1821 -0.03 0.04 0.01
C -9.0477 -1.9533 1.9023 1.47 0.69 0.70
C -9.7250 -2.0548 3.2592 -1.39 -0.70 -0.22
O -9.1372 -1.2896 4.3398 -0.44 -0.28 -1.31
H -8.7617 -0.9079 1.7860 0.09 0.14 -0.32
H -9.6144 -2.2458 1.0183 -0.45 -0.12 0.45
H -8.1290 -2.5398 1.9125 0.12 0.04 -0.11
H -9.7576 -3.1074 3.5406 0.01 -0.03 0.25
H -10.7541 -1.7544 3.0622 -0.18 0.23 0.54
H -9.8011 -0.9884 4.9644 -0.10 -0.14 -0.13
C -8.6413 -6.2231 -0.3509 -1.02 0.70 1.20
C -7.3489 -5.6717 0.2336 1.68 -1.00 0.30
O -7.0567 -6.1941 1.6127 -1.28 0.19 -1.80
H -8.7292 -7.3062 -0.2658 0.24 0.06 0.21
H -8.9048 -5.9678 -1.3774 0.90 0.22 -0.21
H -9.4653 -5.7578 0.1901 -0.30 -0.33 0.32
H -7.1933 -4.5929 0.2210 -0.75 0.13 0.09
H -6.5757 -6.0366 -0.4425 0.48 -0.15 0.16
H -6.3053 -5.7385 1.9994 0.05 0.25 -0.31
C -6.3753 1.0560 4.0841 -0.07 0.94 -1.59
C -5.9753 -0.1785 3.3053 -1.29 -1.89 1.96
O -6.5841 -1.2540 4.1330 2.52 -0.13 -0.72
H -5.9629 1.9843 3.6888 0.31 0.11 -0.13
H -6.0990 0.9996 5.1370 -0.26 -0.32 -0.17
H -7.4436 1.1487 3.8889 -0.20 0.11 0.77
H -4.8983 -0.3304 3.2335 -0.05 -0.23 0.26
H -6.4045 -0.3856 2.3250 0.03 1.03 -0.33
H -7.5414 -1.2638 4.0611 -0.11 0.51 0.05
C -6.0719 2.9934 -3.4104 0.58 0.86 0.45
C -5.3454 1.9793 -4.2667 1.37 1.90 2.58
O -6.2290 1.4911 -5.2379 0.22 -0.07 -0.88
H -5.4099 3.8167 -3.1421 0.41 -0.18 0.23
H -6.3820 2.5479 -2.4652 -0.68 0.20 -0.26
H -6.8179 3.5464 -3.9811 -0.55 -0.50 0.19
H -4.8737 1.2831 -3.5732 -0.47 -0.98 -0.52
H -4.4821 2.4848 -4.6992 -0.09 -0.18 -0.69
H -6.0349 2.1269 -5.9305 -0.76 -0.40 -0.86
```
Forces are in eV/Å.

Computed properties:
Net charge: +1
Spin multiplicity: 2
⟨S²⟩: 0.7561
Frontier orbital gap (alpha / beta), Eh: 0.263 / 0.184
E, hartree: -4028.75357

=====

# 2
A structure of composition C31H79CrN6O13. Source: OMol25; level of theory: the ωB97M-V functional and the def2-TZVPD basis.

```
130
Properties=species:S:1:pos:R:3:forces:R:3
Cr 0.7234 -2.2905 2.4403 0.14 1.08 -1.70
N 0.1275 -0.0184 0.1386 -0.54 -0.14 -0.93
O -0.3432 -0.5837 -0.8685 0.64 0.27 0.95
O 0.1054 -0.6258 1.2521 -0.06 0.03 0.49
O 0.5721 1.1349 0.1052 -0.01 -0.49 -0.02
C 2.3073 3.8949 1.8045 0.87 -1.32 -0.06
C 2.7581 2.5494 2.4165 -0.97 1.22 0.17
C 3.5108 2.7054 3.7217 0.12 0.07 -0.05
O 1.5452 1.8304 2.7363 0.44 -0.42 -0.27
H 1.7143 4.4023 2.5591 -0.01 0.38 -0.21
H 1.7340 3.6385 0.9132 -0.28 0.30 0.06
H 3.1942 4.4312 1.4628 -0.18 0.39 0.24
H 3.3486 2.0142 1.6642 0.02 -0.20 0.13
H 2.9112 3.1811 4.4999 -0.32 -0.11 -0.17
H 4.3736 3.3623 3.6064 0.19 -0.29 -0.13
H 3.8110 1.7201 4.0871 0.23 0.15 0.12
H 1.1284 1.5849 1.8877 -0.18 0.14 0.00
C -1.8508 -4.9545 0.1928 -0.64 -0.66 -0.17
C -1.3070 -4.0071 1.2314 0.70 0.22 -0.25
C -1.1871 -4.6127 2.5932 0.38 0.09 -0.16
O -0.6123 -3.6027 3.4452 -0.22 -0.68 0.34
C -0.6585 -4.0441 4.8180 0.51 0.12 -0.10
N 0.0587 -3.5302 0.8237 -0.69 -0.69 -0.30
H -2.8229 -5.3640 0.4785 -0.05 0.22 0.00
H -1.2193 -5.8366 0.0471 0.24 0.14 0.22
H -1.9643 -4.5064 -0.7950 -0.02 0.27 0.14
H -1.8864 -3.0873 1.3628 -0.23 -0.14 -0.39
H -0.4836 -5.4525 2.5719 -0.32 -0.26 0.11
H -2.1808 -4.8981 2.9406 0.15 -0.13 0.28
H -0.0190 -3.3887 5.4010 -0.21 0.18 0.02
H -0.2422 -5.0502 4.8841 -0.13 -0.08 -0.01
H -1.6860 -4.0254 5.1717 -0.02 0.04 0.07
H -0.1255 -3.2050 -0.1291 0.43 1.00 0.33
H 0.6469 -4.3441 0.6178 -0.07 -0.06 0.47
C -1.5854 3.4164 1.6000 0.28 0.26 0.98
O -2.9660 3.6238 1.8121 0.27 -0.11 -0.28
C -3.5171 2.6758 2.6920 -0.42 0.31 0.11
C -4.9830 3.0319 2.8552 -0.47 -0.57 -0.10
N -5.6848 1.9978 3.5936 0.00 -0.02 1.02
C -7.1220 2.2203 3.7463 0.60 -0.41 -0.44
C -7.8737 1.9097 2.4689 -1.79 0.45 0.65
O -7.7505 0.5503 2.1302 0.71 -0.05 0.14
C -8.5701 0.1504 1.0494 0.94 0.08 -0.05
H -1.1427 3.1610 2.5729 0.25 -0.23 -0.13
H -1.1040 4.3543 1.3252 -0.27 0.03 -0.34
H -1.3404 2.6392 0.8726 -0.23 -0.05 -0.09
H -3.0104 2.6774 3.6650 0.09 0.16 0.04
H -3.4221 1.6533 2.2998 -0.04 -0.07 -0.22
H -5.3895 3.1830 1.8455 0.03 0.15 0.03
H -5.1353 3.9545 3.4176 0.34 0.15 -0.14
H -5.4871 1.0556 3.2914 -0.10 0.04 -0.32
H -7.2752 3.2523 4.0635 -0.07 0.13 -0.28
H -7.5661 1.6226 4.5452 0.39 -0.27 0.03
H -7.6466 2.6331 1.6794 0.36 -0.36 -0.38
H -8.9410 2.0603 2.6998 -0.04 0.30 -0.10
H -8.2086 0.6516 0.1441 -0.50 0.12 -0.08
H -9.6242 0.3434 1.2569 -0.04 0.01 -0.16
H -8.3693 -0.9092 0.8990 -0.30 -0.06 0.12
C 2.3988 1.4510 -2.5596 -0.14 0.33 0.19
O 3.4976 1.4646 -3.4411 0.06 -0.67 0.07
C 3.0903 1.0098 -4.7285 -0.05 1.12 -0.22
C 4.2388 0.8762 -5.6891 0.04 0.19 -1.09
N 5.2522 -0.0234 -5.2095 -0.07 0.08 0.32
C 6.4203 -0.0998 -6.0545 -0.21 -0.97 -0.16
C 7.4797 -1.0302 -5.4915 0.74 -0.10 -0.31
O 8.2024 -0.5505 -4.3645 -0.42 0.03 0.24
C 8.9800 0.5698 -4.6429 0.61 1.12 -0.30
H 2.6989 1.8359 -1.5852 0.27 -0.10 -0.04
H 1.9814 0.4453 -2.4288 0.00 -0.05 -0.07
H 1.5904 2.1108 -2.8983 -0.04 -0.10 -0.17
H 2.4230 1.7969 -5.1044 -0.25 -0.34 -0.27
H 2.5604 0.0528 -4.7069 -0.07 -0.03 0.39
H 4.6539 1.8191 -6.0919 -0.02 0.30 0.85
H 3.7896 0.5012 -6.6252 0.01 -0.45 0.26
H 5.4385 0.1497 -4.2296 0.32 0.19 -0.12
H 6.8962 0.8335 -6.3899 -0.25 0.30 0.43
H 6.0647 -0.5552 -6.9877 0.20 -0.08 -0.05
H 8.1951 -1.2308 -6.3007 0.07 0.03 -0.03
H 7.1027 -2.0004 -5.1764 -0.42 0.10 -0.03
H 9.5330 0.9141 -3.7674 -0.16 -0.48 0.24
H 8.4063 1.4529 -4.9560 -0.20 -0.22 -0.05
H 9.7321 0.3948 -5.4251 -0.13 -0.25 -0.05
C 2.6834 -2.3585 -0.5499 -0.39 -0.26 -0.17
O 2.6316 -2.1544 0.8601 0.55 -0.49 0.26
C 3.5926 -1.2012 1.2671 0.17 1.52 0.12
C 3.5960 -1.0393 2.7712 -0.37 -0.20 0.36
N 2.2211 -0.8150 3.2497 0.22 -0.53 0.50
C 2.0198 -0.9150 4.6988 -0.36 0.03 0.17
C 0.6245 -0.3780 4.9830 0.28 0.53 0.39
O -0.3165 -1.0526 4.1653 0.43 -0.64 -0.29
C -1.5749 -0.4301 3.9765 -0.39 0.81 0.88
H 1.8829 -3.0400 -0.8258 -0.05 0.05 0.06
H 3.6112 -2.8445 -0.8550 0.18 0.30 0.08
H 2.5079 -1.4179 -1.0763 0.22 0.01 -0.04
H 3.3267 -0.2380 0.8034 -0.22 0.01 0.11
H 4.6278 -1.3328 0.9334 -0.16 -0.86 -0.18
H 4.1793 -0.1531 3.0408 0.36 -0.25 -0.13
H 4.0160 -1.9130 3.2763 0.05 -0.01 -0.10
H 2.0437 0.1796 3.0471 -0.67 -0.11 -0.36
H 2.7041 -0.3120 5.3060 0.20 -0.03 -0.15
H 2.1166 -1.9547 5.0295 0.08 -0.03 -0.04
H 0.6353 0.6943 4.7654 -0.20 -0.02 -0.18
H 0.4227 -0.4788 6.0532 -0.33 -0.20 -0.02
H -1.4320 0.6445 3.8392 -0.03 -0.03 -0.25
H -2.1989 -0.5542 4.8680 0.08 -0.05 0.05
H -2.1337 -0.8396 3.1388 0.47 -0.21 -0.20
C -5.6025 2.1288 -0.9421 0.96 -0.44 -0.13
O -4.9243 1.2111 -1.7904 -0.32 -0.19 0.16
C -3.5248 1.4613 -1.8524 -1.08 -0.08 -0.86
C -2.9989 0.6225 -3.0028 1.21 0.11 0.49
N -1.5701 0.9259 -3.1988 -0.81 0.06 0.15
C -1.0044 0.3005 -4.3838 0.80 0.42 0.84
C -0.7901 -1.2038 -4.2780 -0.77 -0.13 -0.97
O -0.0647 -1.6110 -5.4242 0.21 0.03 0.31
C 0.1816 -3.0027 -5.4874 -0.20 0.60 0.01
H -5.4472 3.1316 -1.3550 -0.26 0.13 0.37
H -5.1684 2.0380 0.0643 -0.16 0.35 -0.03
H -6.6554 1.8646 -0.8885 0.01 0.02 -0.23
H -3.0616 1.1741 -0.9028 0.23 0.24 0.09
H -3.3819 2.5166 -2.1027 0.35 0.07 0.34
H -3.5032 0.8845 -3.9307 -0.32 -0.19 0.09
H -3.1310 -0.4317 -2.7281 -0.42 -0.07 -0.33
H -1.0858 0.6583 -2.3468 0.26 -0.01 -0.37
H -0.0303 0.7668 -4.5346 0.16 -0.05 -0.20
H -1.6130 0.5778 -5.2439 -0.06 -0.27 -0.06
H -1.7818 -1.6792 -4.3015 0.06 -0.23 0.22
H -0.2722 -1.5117 -3.3625 0.08 0.22 0.11
H 0.5068 -3.3931 -4.5151 0.16 0.00 -0.03
H 0.9692 -3.1036 -6.2306 -0.06 -0.39 0.02
H -0.7262 -3.5401 -5.7810 0.07 -0.09 -0.10
```
Forces are in eV/Å.

Computed properties:
Net charge: +1
Spin multiplicity: 5
⟨S²⟩: 6.0083
Frontier orbital gap (alpha / beta), Eh: 0.268 / 0.258
E, hartree: -3579.19757

=====

Which value of net charge does entry 1 give? +1